[1]
Here is the molecule C5H7NO from the Open Molecules 2025 dataset. Energies are from wB97M-V/def2-TZVPD.

Results
Frontier orbital gap: 10.399 eV
Net charge: 0
LUMO energy: 0.035 Ha

Element x y z (Å)
O: 0.64155 -0.15020 -2.42611
N: 0.10968 -1.23473 0.83886
C: 0.59026 -0.08314 -1.22803
C: -1.88136 0.16949 0.15187
C: 0.69095 0.08855 0.89642
C: 1.61164 0.43795 -0.25050
C: -0.44027 -0.20832 -0.04366
H: 0.67168 0.60963 1.84930
H: -2.13894 1.11451 -0.33646
H: -2.54743 -0.61550 -0.21103
H: 1.30929 1.45722 -0.57645
H: 2.68143 0.19858 -0.25122
H: 0.66735 -1.94050 0.36693
H: -2.06176 0.28327 1.22824

Force components x, y, z for each atom (eV/Å):
O -0.715 -0.301 0.716
N 0.279 -0.236 -0.067
C -0.323 -0.326 -0.298
C -0.052 -0.069 -0.108
C 0.007 0.294 0.141
C 0.134 0.175 -0.150
C -0.347 -0.037 -0.155
H -0.236 -0.022 -0.235
H 0.103 -0.163 -0.017
H 0.001 0.095 -0.075
H 1.313 0.337 0.738
H -0.325 0.227 -0.230
H 0.099 0.091 -0.017
H 0.063 -0.064 -0.243

Results of the Mulliken charge analysis, in e, for atoms 1 through 5: -0.573, -0.581, 0.096, -1.136, -0.219

***

[2]
Here is a cluster of 2 separate species, C4H14N2O in total from the Open Molecules 2025 dataset. Energies are from wB97M-V/def2-TZVPD.

Results
Frontier orbital gap (alpha / beta): 10.304 / 4.960 eV
Net charge: +1
Multiplicity: 2
LUMO energy (alpha / beta): -0.111 / -0.294 Ha

Element x y z (Å)
O: 2.83819 -1.41650 -4.89878
N: 0.62104 1.29499 -0.01316
N: -1.07132 0.04796 2.27914
C: 0.56593 1.79520 -1.36543
C: 0.08524 -0.03273 0.18539
C: 0.15489 -0.45320 1.68533
C: -2.19079 -0.94369 2.23994
H: -0.52981 1.80370 -1.53650
H: 2.58153 -0.95964 -4.10843
H: 1.00445 1.12609 -2.10439
H: 0.84853 2.84796 -1.45247
H: 0.31259 2.05130 0.60688
H: 2.07276 -2.02254 -4.95919
H: 0.92785 0.13767 2.19669
H: -2.13555 -1.39452 1.24752
H: -2.00466 -1.59135 3.10823
H: 0.64107 -0.73267 -0.45015
H: -0.94455 0.46341 3.18695
H: 0.33660 -1.51521 1.89600
H: -0.97035 -0.05962 -0.12318
H: -3.14365 -0.44661 2.37961

Force components x, y, z for each atom (eV/Å):
O -0.979 -0.852 -0.221
N -1.702 0.337 -0.977
N -0.655 -0.179 -0.414
C -0.475 0.294 -0.152
C 1.259 -1.284 0.791
C -0.577 1.647 0.811
C 1.267 1.191 0.690
H 0.139 -0.036 -0.321
H 0.283 0.730 0.701
H 0.160 0.115 0.173
H 0.466 -0.385 0.102
H 0.359 -0.568 0.760
H 0.707 0.093 -0.505
H 0.335 -0.474 -0.433
H -0.286 -0.501 0.371
H -0.415 -0.622 -0.716
H -0.017 0.311 -0.147
H 0.021 -0.152 0.178
H 0.016 0.092 -0.601
H 0.199 0.168 0.011
H -0.106 0.073 -0.101

Results of the Mulliken charge analysis, in e, for atoms 1 through 5: -0.611, -0.032, -0.323, -0.693, -0.287

***

[3]
Here is a structure of composition C11F5O5S4SbSeV from the Open Molecules 2025 dataset. Energies are from wB97M-V/def2-TZVPD.

Results
Frontier orbital gap (alpha / beta): 5.990 / 6.245 eV
Net charge: -2
Multiplicity: 2
LUMO energy (alpha / beta): 0.146 / 0.146 Ha

Element x y z (Å)
Sb: 0.15796 2.38682 3.66245
Se: -0.68529 -1.02169 -0.65850
V: 1.71890 0.46883 1.53137
S: 0.21328 0.91572 -0.18208
S: 1.71245 2.71383 1.70601
S: 1.35575 3.06457 5.45965
S: 0.64568 -0.05668 3.37184
F: -6.26144 1.40117 -0.90645
F: -2.37566 0.37975 1.48964
F: -5.21780 0.22298 -3.12388
F: -4.82393 1.47861 1.39546
F: -2.76420 -0.84862 -3.05653
O: 2.53620 -2.96951 -1.88622
O: 3.64877 0.16666 1.42748
O: 6.07937 -0.06849 -0.50511
O: 1.76925 -1.43844 0.70049
O: 5.28262 -2.05030 -2.51771
C: -3.22674 -0.28532 -1.93350
C: -4.29390 0.90809 0.30644
C: 5.02015 -0.66659 -0.53385
C: 4.60611 -1.69225 -1.58067
C: -2.46534 -0.25628 -0.77958
C: -4.49988 0.26250 -1.98991
C: -3.03052 0.33974 0.33975
C: 3.20142 -2.17310 -1.24277
C: 3.88186 -0.58264 0.38150
C: 2.84697 -1.46432 -0.01079
C: -5.03206 0.86496 -0.86454

Force components x, y, z for each atom (eV/Å):
Sb -0.083 -0.030 -0.181
Se -0.577 -0.360 -0.253
V 0.108 -0.026 0.329
S 0.483 0.543 0.250
S 0.026 -0.294 0.037
S 0.091 0.072 0.150
S 0.115 -0.048 -0.149
F 0.046 -0.025 -0.002
F -0.062 -0.034 0.080
F -0.002 -0.006 -0.009
F 0.017 -0.016 -0.028
F 0.048 -0.018 0.004
O 0.377 0.329 0.249
O 0.099 0.207 -0.703
O -0.117 -0.131 -0.095
O -0.067 -0.079 -0.603
O -0.260 0.072 0.261
C -0.167 0.034 -0.083
C -0.017 -0.040 -0.087
C 0.195 0.286 0.493
C 0.225 -0.069 -0.231
C 0.352 -0.276 0.065
C 0.045 0.042 0.139
C -0.203 0.150 0.061
C -0.558 -0.517 -0.079
C -0.631 -0.534 -0.099
C 0.484 0.778 0.512
C 0.035 -0.011 -0.028

Results of the Mulliken charge analysis, in e, for atoms 1 through 5: 0.408, 0.080, 0.787, -0.255, -0.468

***

[4]
Here is a cluster of 7 separate species, C44H58N7O in total from the Open Molecules 2025 dataset. Energies are from wB97M-V/def2-TZVPD.

Results
Frontier orbital gap (alpha / beta): 8.890 / 9.643 eV
Net charge: 0
Multiplicity: 2
LUMO energy (alpha / beta): 0.020 / 0.010 Ha

Element x y z (Å)
O: 2.94324 -0.71307 -1.78068
N: 1.93557 -1.25549 -1.19876
N: -5.76944 -1.36089 3.13500
N: 6.62715 -4.40991 -3.43386
N: -1.90281 0.24538 6.32285
N: -5.71920 5.14101 2.37473
N: 3.60490 0.78134 -5.48470
N: -3.00772 0.72732 -0.61187
C: 6.72541 -3.08250 -3.48390
C: 0.62445 -0.90694 -1.78212
C: -3.43888 4.60468 1.86278
C: 0.91009 -3.39111 -0.33527
C: -2.60236 0.41768 5.20264
C: -2.99283 5.61555 2.69909
C: 0.45885 0.63277 -1.77551
C: -3.18942 2.03538 -0.77199
C: -0.92113 2.40273 5.95604
C: 0.21518 -1.82367 1.51559
C: -5.50566 1.77082 -1.25221
C: 3.72043 2.38987 -3.71043
C: 4.09354 3.37919 -4.60487
C: 7.07330 -2.37741 -4.62554
C: -4.89090 -3.40884 4.02090
C: 1.76206 0.55341 2.91862
C: -1.08009 1.23040 6.67976
C: 3.28587 -2.72975 0.18107
C: 7.24619 -4.47292 -5.74880
C: -4.80644 4.41159 1.73423
C: -1.65685 2.56254 4.79259
C: -4.71018 -1.30076 2.32946
C: 6.88622 -5.07953 -4.55535
C: -5.84491 -2.40378 3.95998
C: 3.96317 1.74637 -6.33066
C: -4.06656 -0.06006 -0.77199
C: 0.51864 -1.34662 -3.25819
C: -3.92786 6.38526 3.37084
C: -5.27239 6.10652 3.17515
C: -2.51649 1.54904 4.40458
C: 0.22371 2.08390 1.74472
C: 0.79737 0.65787 1.73593
C: -0.29093 -0.40616 1.86479
C: 2.15441 -2.69073 -0.89796
C: -0.56428 -1.50333 -0.98664
C: 4.21930 3.05311 -5.94584
C: -5.33334 0.40534 -1.08862
C: 7.33989 -3.09113 -5.78175
C: -4.41033 2.60630 -1.08836
C: 2.72025 -3.46643 -2.07841
C: -3.70308 -2.25399 2.30684
C: -0.20739 -2.45226 0.16191
C: 3.48892 1.10995 -4.19504
C: -3.79750 -3.33013 3.17407
H: 1.28573 -1.83747 1.66592
H: -1.20554 -0.12996 1.34583
H: -3.62381 7.18424 4.03296
H: 1.20646 0.45883 3.84733
H: 0.27966 -2.40890 -3.26690
H: 3.61117 2.60118 -2.65490
H: -5.00351 -4.23061 4.71447
H: 2.00777 -3.59536 -2.88525
H: -6.03747 6.68254 3.68407
H: 6.50896 -2.56363 -2.55592
H: 3.19725 0.30799 -3.51990
H: -0.73879 2.16685 1.24788
H: -0.18327 -2.48395 2.28452
H: 0.47919 -3.99595 -1.13564
H: -0.23325 0.88335 -2.57079
H: -6.71750 -2.42795 4.60352
H: 2.39137 -0.33268 2.84562
H: 3.21665 -1.84814 0.80914
H: -1.93300 5.79974 2.82537
H: 4.24021 -2.65141 -0.32844
H: 1.38848 1.14210 -2.00623
H: -6.47857 2.17868 -1.49441
H: -3.11002 1.63154 3.50327
H: -1.56294 3.46294 4.19786
H: 7.61519 -2.57863 -6.69465
H: 1.15248 -4.08251 0.46433
H: -3.87840 -1.11901 -0.62285
H: -0.52182 1.06402 7.59480
H: 7.13136 -1.29786 -4.60708
H: 7.44607 -5.06889 -6.62874
H: -0.23871 3.16939 6.29704
H: 2.96851 -4.45273 -1.69488
H: -0.30573 -0.84965 -3.74940
H: 3.23127 -3.63440 0.76895
H: 6.79750 -6.15843 -4.48642
H: -1.12658 -2.10414 -1.69879
H: 1.46099 -1.24597 -3.78523
H: -2.74201 3.97805 1.32266
H: 4.50917 3.79451 -6.67808
H: -4.67089 -0.43909 1.67436
H: 4.28410 4.38912 -4.26334
H: -2.30595 2.65104 -0.63233
H: -2.86445 -2.15215 1.62903
H: -4.50117 3.67763 -1.20052
H: -6.16081 -0.28222 -1.19579
H: -1.06436 -3.09628 0.34318
H: 0.17506 2.45189 2.76523
H: -1.21592 -0.69412 -0.69056
H: -5.20078 3.63380 1.09542
H: 0.92918 2.73855 1.23751
H: 0.00994 0.99398 -0.86199
H: 2.43412 1.40439 2.95569
H: -3.03086 -4.09448 3.19041
H: -0.54149 -0.41661 2.92532
H: -3.26628 -0.39869 4.93598
H: 4.04711 1.44894 -7.37084
H: 1.39867 0.52124 0.84347
H: 3.65112 -3.03258 -2.41615

Force components x, y, z for each atom (eV/Å):
O -0.213 0.130 0.809
N -0.156 -0.875 -1.398
N 0.082 -0.076 0.016
N 0.022 0.047 -0.082
N 0.048 0.112 -0.063
N 0.126 0.048 0.012
N 0.019 0.144 0.046
N -0.094 0.154 0.040
C -0.062 -0.052 0.140
C -0.969 1.512 -0.153
C -0.017 0.009 0.006
C -1.096 0.347 -0.523
C -0.067 -0.150 0.020
C 0.044 0.011 0.012
C 0.142 -0.286 -0.306
C 0.130 0.032 0.040
C -0.015 -0.004 -0.031
C -0.981 0.275 0.133
C -0.009 -0.012 0.016
C 0.012 0.035 -0.044
C 0.007 0.049 0.033
C 0.016 0.003 -0.021
C 0.024 0.012 -0.021
C 0.200 -0.508 -0.295
C 0.008 -0.100 0.064
C -0.237 0.735 -0.701
C 0.000 0.030 0.005
C -0.123 0.048 0.146
C -0.021 0.049 0.023
C -0.061 0.087 0.064
C -0.037 -0.068 0.091
C -0.092 0.077 0.012
C -0.025 -0.130 -0.017
C 0.109 -0.153 -0.018
C 0.423 -1.159 0.638
C 0.030 -0.024 -0.009
C -0.128 -0.017 -0.016
C 0.000 0.012 -0.011
C 0.600 -0.136 -0.207
C -0.124 0.518 0.501
C 0.484 -0.341 0.228
C 1.225 -0.501 1.753
C 0.324 -0.485 -0.080
C 0.001 0.017 0.017
C -0.006 0.085 -0.023
C 0.015 0.018 -0.046
C -0.059 -0.050 -0.133
C -0.230 -0.242 0.108
C 0.023 0.006 -0.017
C 1.137 0.328 -0.069
C -0.052 -0.262 -0.075
C 0.039 -0.047 -0.002
H 0.296 -0.043 -0.215
H -0.045 -0.014 -0.304
H -0.021 0.004 0.009
H -0.068 0.255 0.246
H -0.009 -0.173 -0.179
H -0.001 -0.042 0.009
H -0.017 0.009 0.013
H 0.015 0.060 -0.212
H 0.043 0.034 0.024
H 0.005 0.068 -0.037
H 0.100 0.262 -0.141
H -0.209 -0.014 0.005
H 0.078 -0.263 0.105
H -0.063 -0.121 -0.103
H -0.216 0.127 -0.102
H 0.022 -0.048 0.027
H 0.074 -0.134 -0.015
H -0.061 -0.007 0.344
H 0.002 0.007 -0.010
H 0.241 -0.140 0.082
H 0.168 0.043 0.136
H 0.004 0.001 -0.005
H -0.020 -0.021 -0.001
H -0.026 -0.015 0.020
H -0.006 0.001 0.001
H 0.337 -0.102 0.079
H -0.100 -0.031 -0.072
H 0.024 0.055 -0.005
H -0.026 0.003 0.019
H -0.007 -0.020 0.008
H 0.013 -0.012 0.019
H -0.008 -0.245 -0.020
H -0.015 0.280 -0.143
H 0.089 -0.192 0.110
H 0.019 -0.005 -0.056
H -0.225 -0.082 -0.066
H 0.026 0.419 -0.223
H 0.000 -0.026 -0.006
H -0.004 -0.013 -0.017
H 0.042 0.006 0.004
H 0.001 -0.003 -0.005
H -0.017 0.041 -0.061
H 0.005 0.048 0.018
H 0.020 0.010 -0.030
H 0.013 -0.017 0.003
H -0.285 0.066 0.053
H -0.385 0.008 0.145
H -0.143 0.030 0.244
H 0.038 -0.074 0.001
H 0.020 0.205 -0.156
H 0.186 0.128 0.370
H 0.061 0.218 0.101
H 0.006 0.002 0.004
H -0.304 0.036 0.139
H -0.023 0.036 -0.066
H 0.017 0.055 -0.013
H -0.116 -0.152 -0.404
H 0.040 0.240 -0.287

Results of the Mulliken charge analysis, in e, for atoms 1 through 5: -0.862, 1.277, -0.539, -0.545, -0.631

***

[5]
Here is a structure of composition C21H22IrN3S3 from the Open Molecules 2025 dataset. Energies are from wB97M-V/def2-TZVPD.

Results
Frontier orbital gap (alpha / beta): 7.935 / 5.151 eV
Net charge: +1
Multiplicity: 2
LUMO energy (alpha / beta): -0.099 / -0.196 Ha

Element x y z (Å)
Ir: 0.95509 -0.32595 -0.69842
S: -0.39047 -1.98883 -1.60444
S: 2.01485 -0.12472 -2.78405
S: 2.30711 -1.97897 -0.10440
N: -0.88043 0.91426 -0.93427
N: 2.17695 1.47939 -0.81269
N: 0.29421 -0.36830 1.35804
C: 3.59163 2.18878 -2.61663
C: -3.34322 0.71028 -1.14891
C: -3.11500 -1.99797 -1.68260
C: -1.00463 1.48314 0.43397
C: -1.96384 -1.23841 -1.46352
C: 1.49866 -3.86775 1.69748
C: -0.33112 -3.56363 3.22534
C: 3.94625 3.30575 -1.89832
C: 1.32389 -2.56876 1.23221
C: -2.08942 0.11115 -1.19407
C: -1.01003 0.34130 1.44104
C: 2.51802 2.58738 -0.13089
C: 1.27374 0.33798 2.23593
C: 3.38981 3.52017 -0.63355
C: -0.76235 1.96996 -1.97423
C: -0.49670 -2.25280 2.78576
C: -4.36181 -1.40440 -1.63949
C: 0.32026 -1.76584 1.78756
C: 2.68566 1.29101 -2.05042
C: -4.48055 -0.04464 -1.37273
C: 0.66655 -4.36336 2.69022
H: 0.94873 0.25162 3.27430
H: 1.32288 1.38552 1.96218
H: -1.16954 0.72974 2.44948
H: 4.64501 4.02033 -2.31262
H: -0.98286 -3.95300 3.99535
H: 2.26702 -4.49124 1.25885
H: -1.64098 2.61496 -1.97422
H: -3.01643 -3.05673 -1.88493
H: 3.63483 4.39529 -0.05031
H: -1.92020 2.07111 0.52692
H: 2.07369 2.73216 0.84312
H: -0.66789 1.48356 -2.94203
H: 2.25638 -0.11139 2.12226
H: 0.12433 2.57003 -1.78513
H: -3.44689 1.76960 -0.94848
H: -1.26340 -1.62947 3.22738
H: -5.45362 0.42485 -1.33655
H: 0.79173 -5.37937 3.03778
H: -0.16428 2.15949 0.59912
H: 3.98368 1.99233 -3.60451
H: -1.80894 -0.36253 1.20781
H: -5.24636 -2.00307 -1.80970

Force components x, y, z for each atom (eV/Å):
Ir -0.575 0.057 -0.517
S -0.018 -0.125 0.541
S -0.075 0.089 -0.056
S 0.228 0.149 0.242
N 0.209 0.133 -0.194
N 0.215 -0.223 0.117
N 0.050 -0.124 0.020
C 0.001 0.019 -0.010
C -0.053 0.021 -0.057
C -0.061 -0.007 -0.015
C 0.023 0.010 0.115
C 0.057 0.015 -0.081
C -0.014 -0.017 0.021
C 0.009 -0.001 -0.009
C -0.008 0.002 0.008
C 0.046 -0.028 -0.087
C -0.018 0.021 -0.149
C 0.006 -0.020 -0.019
C -0.001 -0.017 0.061
C -0.002 0.005 0.011
C -0.010 0.004 -0.028
C -0.004 0.031 0.113
C -0.012 -0.005 -0.026
C 0.028 -0.025 0.017
C -0.021 0.027 0.023
C -0.047 0.052 -0.087
C 0.013 0.010 0.011
C -0.001 0.001 -0.007
H 0.016 -0.011 0.004
H -0.037 0.000 0.029
H -0.020 -0.019 0.003
H -0.002 -0.001 -0.001
H -0.003 0.001 -0.001
H 0.003 0.004 0.005
H -0.012 0.006 0.009
H 0.001 0.005 -0.010
H 0.003 -0.001 0.000
H 0.013 -0.031 0.017
H 0.030 -0.030 0.009
H 0.006 -0.001 0.010
H 0.010 0.018 -0.015
H 0.005 0.012 0.023
H 0.006 -0.013 -0.004
H -0.004 0.009 -0.002
H -0.001 -0.001 -0.005
H 0.002 0.000 -0.001
H -0.022 -0.017 -0.018
H 0.004 0.002 0.004
H 0.037 0.012 -0.011
H -0.001 0.000 -0.004

Results of the Mulliken charge analysis, in e, for atoms 1 through 5: 3.296, -0.436, -0.376, -0.403, -0.462

***

[6]
Here is the molecule CH4O from the Open Molecules 2025 dataset. Energies are from wB97M-V/def2-TZVPD.

Results
Frontier orbital gap: 11.288 eV
Net charge: 0
LUMO energy: 0.035 Ha

Element x y z (Å)
O: -1.08457 0.25871 -0.03820
C: 0.31222 0.13847 -0.02105
H: 0.83445 -0.45755 -0.89075
H: 0.70478 1.11199 0.00849
H: 0.75455 -0.37577 0.87990
H: -1.52143 -0.67584 0.06161

Force components x, y, z for each atom (eV/Å):
O -1.335 -2.931 0.158
C 1.693 -2.677 -0.239
H -1.399 1.187 1.070
H 0.490 1.343 -0.245
H -0.833 0.375 -0.435
H 1.384 2.703 -0.310

Results of the Mulliken charge analysis, in e, for atoms 1 through 5: -0.501, -0.482, 0.211, 0.236, 0.228

***

Number 1: molar mass 97.1 g mol⁻¹. Number 2: molar mass 106.2 g mol⁻¹. Number 3: molar mass 687.0 g mol⁻¹. Number 4: molar mass 701.0 g mol⁻¹. Number 5: molar mass 604.8 g mol⁻¹. Number 6: molar mass 32.0 g mol⁻¹.